[1]
9
Properties=species:S:1:pos:R:3 method="wB97M-V/def2-TZVPD" total_energy_ha=-1648.45200 lumo_ev=-0.908 e_above_lowest_ev=4.180 multiplicity=1 homo_lumo_gap_ev=6.91
C -1.39014 -0.74691 -0.14153
Si 1.00500 0.92324 -0.36974
S 2.51942 -0.38604 0.40220
Cl -2.66456 0.04616 0.83680
Cl -2.01212 -0.84361 -1.76964
H -1.26474 -1.77245 0.31086
H 1.23663 1.24804 -1.74747
H 0.31942 1.38749 0.85418
H 2.25110 0.14409 1.62434

[2]
115
Properties=species:S:1:pos:R:3 method="wB97M-V/def2-TZVPD" total_energy_ha=-3871.98265 lumo_ev=4.069 total_charge=-2 e_above_lowest_ev=1.535 multiplicity=1 homo_lumo_gap_ev=5.87
Sr -0.55459 0.08345 -0.30236
C 0.85989 -3.00222 1.06849
P 2.27170 -2.80238 -0.14067
C 3.59187 -3.44456 0.98448
C 4.44714 -2.53188 1.59323
C 5.46270 -2.95332 2.43839
C 5.63222 -4.30553 2.69332
C 4.76599 -5.22572 2.11730
C 3.75121 -4.79906 1.27435
C 2.20123 -4.27567 -1.24830
C 1.08957 -5.10024 -1.39454
C 1.07563 -6.09311 -2.36624
C 2.15119 -6.24755 -3.22469
C 3.26105 -5.41991 -3.09789
C 3.28308 -4.44484 -2.11698
C 1.09100 -1.82435 2.00648
C 1.51810 -1.79814 3.31758
C 2.01866 -0.49737 3.54710
C 1.89757 0.20968 2.36305
C 2.51669 1.55780 2.02693
P 3.41345 1.39256 0.40503
C 5.17607 1.16949 0.93552
C 5.98361 0.50955 0.00714
C 7.32248 0.26375 0.26444
C 7.88255 0.68346 1.46286
C 7.09625 1.35707 2.38586
C 5.75130 1.58605 2.13193
C 3.63958 3.14970 -0.12641
C 4.02783 4.19615 0.70786
C 4.23011 5.46550 0.19325
C 4.07604 5.69770 -1.16479
C 3.70646 4.66148 -2.00547
C 3.46365 3.39745 -1.48530
N 1.31897 -0.60270 1.40760
H 0.89874 -3.96192 1.58568
H -0.08742 -2.91177 0.53395
H 4.30616 -1.47718 1.40539
H 6.11768 -2.22639 2.90371
H 6.43776 -4.64699 3.33344
H 4.88192 -6.28217 2.33398
H 3.07844 -5.52621 0.83482
H 0.23148 -4.96767 -0.74571
H 0.21226 -6.74110 -2.46070
H 2.13171 -7.00869 -3.99504
H 4.09770 -5.53064 -3.77757
H 4.14898 -3.79945 -2.00884
H 1.48134 -2.61005 4.03043
H 2.43161 -0.13018 4.47630
H 3.20062 1.83952 2.82676
H 1.76726 2.33825 1.89897
H 5.53365 0.17679 -0.92227
H 7.93401 -0.25871 -0.46143
H 8.92516 0.48626 1.68163
H 7.53698 1.70985 3.31135
H 5.15592 2.09004 2.88267
H 4.16905 4.02682 1.76865
H 4.52183 6.27742 0.84952
H 4.24138 6.68861 -1.57126
H 3.59691 4.83887 -3.06309
H 3.14067 2.59242 -2.13607
O -2.79832 0.19729 -0.08687
N -3.86666 -0.48218 -0.39437
C -4.99904 0.18224 -0.68749
C -6.16226 -0.46025 -1.02574
C -6.15916 -1.85545 -1.08201
C -5.00506 -2.53405 -0.77537
C -3.82263 -1.85846 -0.41279
S -2.39428 -2.64834 0.01980
H -4.91010 1.25739 -0.64418
H -7.05036 0.11400 -1.24428
H -7.05376 -2.39408 -1.36798
H -4.96502 -3.61289 -0.80284
C 1.38829 -0.38849 -7.14949
Si 1.17647 -0.90308 -5.30140
C 1.17477 -2.80161 -5.42319
C 2.84642 -0.39157 -4.53338
C -0.21510 -0.31676 -4.25842
C -0.28051 1.05739 -3.87167
C 0.17197 2.09787 -4.73765
C -0.10833 3.41172 -4.47401
C -0.79355 3.74506 -3.30067
C -1.09680 2.71403 -2.43878
N -0.84494 1.42302 -2.67690
Si -1.79918 -1.27187 -4.27383
C -3.27890 -0.26849 -3.63009
C -2.27759 -1.50847 -6.12317
C -1.84198 -3.03288 -3.56000
H 2.16994 -0.98534 -7.62682
H 1.67034 0.66156 -7.26025
H 0.46391 -0.53742 -7.71318
H 2.07005 -3.17298 -5.92707
H 0.30805 -3.15722 -5.98470
H 1.13834 -3.26020 -4.43307
H 3.69401 -0.83128 -5.06607
H 2.89915 -0.71198 -3.48980
H 2.96648 0.69477 -4.55590
H 0.66912 1.81704 -5.65712
H 0.18274 4.18734 -5.17571
H -1.04301 4.76848 -3.05842
H -1.58786 2.92449 -1.49410
H -3.50624 0.53808 -4.33126
H -3.04596 0.19959 -2.67674
H -4.17714 -0.87862 -3.50693
H -2.38289 -0.53113 -6.60026
H -3.21730 -2.05172 -6.26084
H -1.49758 -2.04810 -6.66547
H -1.34802 -3.09518 -2.59140
H -1.33559 -3.73036 -4.23153
H -2.86752 -3.38615 -3.42530
B -0.73885 4.58936 2.04472
C -0.78702 3.19196 1.33123
N -0.73706 2.14699 0.83553
H -1.73707 5.22739 1.78712
H 0.25941 5.14641 1.63385
H -0.65711 4.36546 3.23372

Q: Which value of multiplicity does entry 2 give?
A: 1